Density functional theory data (ωB97M-V with the def2-TZVPD basis set) for a cluster of 2 separate species, C22H17F4 in total.

Structure (XYZ):
```
43
Properties=species:S:1:pos:R:3:forces:R:3:mulliken_charge:R:1
C 1.313558 1.308157 5.073782 0.0814 0.1631 0.2763 -0.40
H 3.625720 1.174185 0.695986 -0.0157 -0.0583 -0.1861 0.34
H 0.111127 -1.224338 0.948578 -0.2586 -0.2387 0.2087 0.22
F -0.025836 4.433968 -1.838247 0.0573 -1.1482 -0.3078 -0.28
C 2.394483 1.744761 4.340345 0.0964 0.1198 0.1330 -0.90
H 3.555896 -0.338882 -0.194935 -0.0666 0.0787 0.0375 0.36
C -2.957643 -4.001529 -1.263175 -0.3692 -0.6921 0.1160 -0.24
H -3.281388 -5.024708 -1.282014 -0.1045 -0.3720 0.0172 0.51
H 1.189002 1.623097 6.096944 -0.0194 0.0415 0.1434 0.40
C 0.657319 1.374825 -3.676819 -0.1076 -0.4808 0.0265 -0.10
H -2.361481 0.584366 -0.402602 -0.1419 0.1601 0.2521 0.32
H 1.092152 -1.142319 -0.580290 0.1646 -0.1559 -0.4110 0.45
C -0.953465 0.890658 -1.922080 0.3711 0.3055 -0.3894 1.09
H -0.449722 0.118340 5.062599 -0.1472 -0.0874 0.0242 0.39
C 2.957178 0.504992 0.157267 0.5674 0.2984 0.0132 -1.37
H -0.177273 -0.597227 2.752997 -0.1825 -0.1746 -0.0380 0.25
C -0.863370 2.243880 -1.538056 -0.3685 0.3804 0.5586 -0.75
C 0.394863 0.464059 4.488900 -0.1974 -0.1649 -0.1101 -0.80
C 0.709737 2.695198 -3.272049 0.3755 0.7067 -0.2992 -0.28
C 0.557551 0.060244 3.179547 0.0540 0.0280 -0.1211 -0.33
H 3.115032 2.404707 4.795804 0.1331 0.0842 0.0008 0.39
C -0.054448 3.132993 -2.205394 -0.1112 0.1517 0.0646 0.04
C 0.959515 -0.822231 0.434459 -0.1563 0.1833 0.1070 -1.49
C 2.558283 1.338910 3.031636 -0.0871 -0.2160 -0.4346 -0.21
H -3.524237 -1.159139 0.409796 -0.1500 0.2388 0.1703 0.50
F 1.402243 0.953545 -4.725331 -0.6610 0.4339 0.9367 -0.28
C -1.830471 0.060490 -1.179997 0.3811 -0.1858 -0.1764 -0.45
F -4.414776 -3.562859 0.555175 0.8292 0.3461 -0.7937 -0.28
C -2.012063 -3.563786 -2.172280 0.1679 0.2628 -0.2967 -0.15
C 1.645075 0.482286 2.408979 0.1225 0.1783 0.2069 0.77
C -3.494970 -3.127097 -0.335373 -0.1241 0.0065 0.1503 0.01
C -3.095841 -1.811819 -0.329022 -0.3990 0.3677 0.5409 -0.68
C -0.163134 0.490390 -3.016761 0.2303 -0.4607 -0.5332 -0.47
H -0.849052 -1.983779 -2.859114 0.1513 0.0190 -0.2255 0.59
H -1.434937 2.610855 -0.704956 -0.1970 0.0738 0.2412 0.51
F -1.504986 -4.419025 -3.090960 -0.4338 0.7423 0.9263 -0.28
H -0.185042 -0.505430 -3.398439 0.0413 -0.2369 -0.1421 0.55
H 3.414998 1.695121 2.491904 0.2113 0.0991 -0.0768 0.19
C 1.815405 0.028810 0.999232 -0.4131 -0.1934 0.1232 1.64
H 1.329430 3.391348 -3.805214 0.2394 0.2427 -0.1569 0.51
C -1.607920 -2.249962 -2.157826 0.4789 -0.1901 -0.5400 -0.37
H 2.593460 1.042300 -0.722262 0.0060 -0.0112 0.0415 0.17
C -2.149972 -1.318357 -1.250738 -0.0481 -0.6453 -0.0777 0.91
```
Forces are in eV/Å.

Output
**HOMO-LUMO gap**: 4.323 eV
**Charge**: +1
**Strongest force on any atom**: 0.025 hartree/bohr
**HOMO energy**: -11.014 eV
**LUMO**: -6.7 eV
**DFT total energy**: -1247.672811 a.u.